89
Properties=species:S:1:pos:R:3:lowdin_charge:R:1 method="wB97M-V/def2-TZVPD" de_lowest_kj_mol=345.59 s_squared=0.97 multiplicity=2 homo_energy_ha="-0.3617 / -0.3631" charge=+1
Mn -0.718 -0.757 0.848 0.6669
C -0.716 -1.061 6.322 -0.0776
C 0.011 -1.882 5.466 -0.0690
C -0.406 -2.073 4.157 -0.0474
C -1.549 -1.439 3.679 -0.2982
C -2.281 -0.630 4.542 -0.0628
C -1.867 -0.443 5.854 -0.0694
N -1.860 -1.551 2.300 -0.0007
C -3.087 -1.832 1.893 -0.2173
C -4.201 -2.262 2.702 -0.0080
C -5.371 -2.588 2.107 -0.0525
C -5.574 -2.534 0.685 -0.0713
C -4.556 -2.157 -0.118 -0.0103
C -3.318 -1.772 0.482 -0.2048
N -2.187 -1.457 -0.176 -0.0792
N -2.052 -1.580 -1.458 0.0963
C -0.685 -1.709 -1.699 -0.3406
C -0.233 -1.171 -3.021 -0.1304
C 1.885 -1.538 -3.131 -0.1837
C 2.205 -2.397 -1.945 -0.0605
C 1.375 -2.667 -0.946 -0.1559
N 0.047 -2.206 -0.747 0.0393
H -0.395 -0.916 7.343 0.1074
H 0.897 -2.388 5.825 0.1094
H 0.141 -2.732 3.493 0.1178
H -3.188 -0.148 4.192 0.1193
H -2.449 0.188 6.512 0.1108
H -4.088 -2.359 3.772 0.1107
H -6.189 -2.931 2.729 0.1125
H -6.530 -2.818 0.270 0.1066
H -4.652 -2.134 -1.194 0.1122
H -1.074 -0.720 -3.540 0.1459
H 2.762 -1.340 -3.745 0.1521
H 3.180 -2.867 -1.921 0.1277
H 1.707 -3.319 -0.148 0.1139
N -1.904 1.284 -1.496 0.0350
C -2.517 2.258 -0.594 -0.2446
C -2.832 1.676 0.761 -0.1830
N -1.712 1.048 1.479 -0.0887
C -0.689 2.009 1.913 -0.1769
C 0.253 1.280 2.845 -0.1803
N 0.774 0.087 2.138 -0.0160
H -1.730 1.714 -2.396 0.0715
H -2.534 0.507 -1.684 0.0563
H -3.475 2.653 -0.956 0.1207
H -1.841 3.111 -0.499 0.1051
H -3.614 0.915 0.669 0.1182
H -3.241 2.485 1.379 0.1294
H -2.130 0.663 2.323 0.0911
H -1.127 2.870 2.432 0.1371
H -0.171 2.383 1.032 0.0991
H -0.289 0.928 3.725 0.1053
H 1.053 1.940 3.188 0.1281
H 1.147 -0.576 2.820 0.0916
H 1.556 0.367 1.548 0.0342
C 5.797 -0.591 -0.500 -0.0672
C 5.398 0.187 -1.579 -0.0565
C 4.057 0.492 -1.762 -0.0767
C 3.095 0.016 -0.874 -0.3883
C 3.507 -0.780 0.192 -0.1273
C 4.849 -1.076 0.388 -0.0657
P 1.320 0.436 -1.096 1.1696
C 1.041 -0.248 -2.813 -0.3866
C 0.644 -2.131 -3.866 -0.1693
C 0.535 -1.860 -5.336 -0.0338
C 0.709 -0.677 -5.919 -0.0767
C 1.081 0.563 -5.228 -0.0621
C 1.226 0.761 -3.917 -0.0847
C 1.504 2.273 -1.126 -0.3610
C 0.785 3.143 -1.940 -0.1265
C 0.873 4.521 -1.784 -0.0669
C 1.680 5.062 -0.795 -0.0725
C 2.420 4.212 0.015 -0.0702
C 2.343 2.839 -0.159 -0.1115
H 6.843 -0.826 -0.358 0.1091
H 6.134 0.561 -2.278 0.1107
H 3.765 1.116 -2.599 0.1153
H 2.770 -1.235 0.841 0.0852
H 5.150 -1.702 1.217 0.1086
H 0.489 -3.188 -3.664 0.1485
H 0.269 -2.705 -5.960 0.1120
H 0.589 -0.613 -6.992 0.1041
H 1.294 1.410 -5.870 0.1078
H 1.581 1.740 -3.621 0.0761
H 0.169 2.760 -2.735 0.0821
H 0.316 5.168 -2.448 0.1108
H 1.755 6.135 -0.677 0.1084
H 3.080 4.617 0.770 0.1089
H 2.967 2.206 0.464 0.1035


92
Properties=species:S:1:pos:R:3:lowdin_charge:R:1 method="wB97M-V/def2-TZVPD" homo_energy_ha=-0.3945 charge=+1
O -0.760 -7.468 5.756 0.1121
N 0.325 -7.442 5.377 0.0123
O 1.058 -6.358 6.020 -0.0900
C 2.131 -5.975 5.189 -0.1084
C 1.687 -4.907 4.234 -0.2088
N 2.469 -4.154 3.469 0.1676
C 1.709 -3.304 2.699 -0.0126
C 0.424 -3.541 3.023 -0.0096
N 0.440 -4.539 3.983 0.1709
H 2.491 -6.842 4.623 0.1438
H 2.930 -5.582 5.821 0.1469
H 3.478 -4.195 3.451 0.1872
H 2.119 -2.595 1.993 0.1128
H -0.498 -3.122 2.659 0.1367
H -0.391 -4.917 4.412 0.1721
N 4.143 -1.210 1.245 0.0266
C 5.389 -1.441 1.660 -0.1711
C 6.347 -0.452 1.804 -0.0682
C 5.996 0.854 1.499 -0.0597
C 4.707 1.114 1.064 -0.0521
C 3.823 0.052 0.955 -0.1452
H 5.635 -2.476 1.879 0.0934
H 7.343 -0.701 2.142 0.1048
H 6.716 1.655 1.596 0.1118
H 4.386 2.116 0.812 0.0784
H 2.807 0.221 0.615 0.1057
N 2.747 4.125 0.437 0.0463
C 1.454 4.242 0.130 -0.1497
C 0.508 4.779 0.991 -0.0678
C 0.919 5.216 2.239 -0.0796
C 2.260 5.102 2.574 -0.0754
C 3.125 4.553 1.641 -0.1722
H 1.157 3.896 -0.852 0.0750
H -0.525 4.852 0.677 0.1008
H 0.211 5.643 2.937 0.1052
H 2.629 5.432 3.535 0.1008
H 4.183 4.452 1.867 0.0987
N -0.435 4.315 -2.627 0.0477
C -0.954 3.194 -3.126 -0.1563
C -1.072 2.940 -4.484 -0.0685
C -0.632 3.903 -5.377 -0.0854
C -0.093 5.077 -4.873 -0.0717
C -0.016 5.232 -3.498 -0.1684
H -1.292 2.466 -2.396 0.1013
H -1.506 2.012 -4.830 0.1017
H -0.718 3.756 -6.446 0.0912
H 0.255 5.858 -5.535 0.1023
H 0.404 6.136 -3.067 0.1068
N -1.231 -5.505 0.144 0.0412
C -2.315 -5.644 0.908 -0.1809
C -3.523 -5.013 0.660 -0.0736
C -3.616 -4.186 -0.449 -0.0709
C -2.501 -4.032 -1.257 -0.0651
C -1.339 -4.711 -0.919 -0.1563
H -2.204 -6.305 1.763 0.0946
H -4.368 -5.169 1.316 0.1035
H -4.542 -3.676 -0.682 0.1104
H -2.528 -3.402 -2.135 0.1057
H -0.450 -4.619 -1.533 0.1045
N 0.177 -12.544 7.453 0.0618
C 1.471 -12.629 7.749 -0.1443
C 2.333 -11.541 7.752 -0.0700
C 1.819 -10.297 7.426 -0.0847
C 0.472 -10.193 7.113 -0.0823
C -0.303 -11.344 7.144 -0.1461
H 1.835 -13.620 7.998 0.1073
H 3.376 -11.670 8.005 0.1026
H 2.459 -9.423 7.419 0.0980
H 0.026 -9.248 6.857 0.0499
H -1.361 -11.303 6.909 0.1067
N -1.703 5.519 -8.055 0.0482
C -2.914 5.936 -7.695 -0.1578
C -3.381 7.222 -7.921 -0.0649
C -2.547 8.118 -8.569 -0.0747
C -1.283 7.697 -8.954 -0.0714
C -0.908 6.392 -8.669 -0.1564
H -3.534 5.202 -7.190 0.1032
H -4.372 7.506 -7.597 0.1041
H -2.874 9.130 -8.769 0.1064
H -0.598 8.365 -9.457 0.1016
H 0.076 6.028 -8.945 0.1040
N -4.991 5.904 -4.289 0.0564
C -5.839 6.676 -3.613 -0.1574
C -5.438 7.640 -2.699 -0.0746
C -4.082 7.811 -2.473 -0.0778
C -3.186 7.015 -3.169 -0.0649
C -3.692 6.082 -4.061 -0.1552
H -6.892 6.513 -3.815 0.1022
H -6.173 8.240 -2.180 0.1006
H -3.729 8.553 -1.768 0.1051
H -2.118 7.111 -3.027 0.0879
H -3.021 5.441 -4.625 0.0829


90
Properties=species:S:1:pos:R:3:lowdin_charge:R:1 method="wB97M-V/def2-TZVPD" smiles="C#CCC1=C(N=C=O)C(=O)C(CCCCCCOC(C)=O)=C(C)C1=O.c1ccncc1.c1ccncc1.c1ccncc1.c1ccncc1" homo_energy_ha=-0.3475
C 3.951 -0.358 0.741 0.0649
C 2.586 -0.756 0.738 -0.0809
C 1.093 -1.449 0.490 -0.1362
C -0.099 -0.324 0.452 -0.0389
C -0.144 0.896 -0.400 -0.1018
N 1.038 1.217 -1.334 0.1267
C 1.810 2.222 -0.737 -0.0290
O 2.878 2.856 -0.208 0.0101
C -1.479 1.892 -0.325 -0.0996
O -1.572 2.989 -1.127 -0.0532
C -2.775 1.592 0.688 -0.0601
C -4.078 2.581 0.784 -0.1497
C -5.435 2.036 0.052 -0.2021
C -5.229 0.790 -0.990 -0.1949
C -5.583 -0.698 -0.314 -0.1940
C -6.302 -1.727 -1.370 -0.1702
C -5.676 -3.242 -1.402 -0.1957
O -4.997 -3.665 -0.167 -0.1020
C -5.946 -4.036 0.895 -0.2754
C -5.430 -3.848 2.458 -0.0103
O -7.174 -4.531 0.699 -0.0547
C -2.712 0.394 1.568 -0.0795
C -3.938 0.037 2.644 -0.0596
C -1.391 -0.582 1.476 -0.1212
O -1.400 -1.669 2.290 -0.0500
H 5.144 -0.345 0.698 0.0405
H 1.090 -1.972 -0.582 0.1399
H 0.934 -2.297 1.286 0.1214
H -3.813 3.654 0.396 0.1195
H -4.348 2.710 1.939 0.1227
H -6.245 1.737 0.844 0.1045
H -5.863 2.949 -0.587 0.1225
H -4.200 0.790 -1.567 0.1221
H -6.058 0.927 -1.837 0.1118
H -6.367 -0.476 0.558 0.1130
H -4.598 -1.108 0.167 0.0993
H -7.437 -1.834 -1.061 0.1189
H -6.306 -1.330 -2.495 0.1253
H -6.518 -4.001 -1.771 0.1413
H -4.856 -3.261 -2.264 0.1403
H -6.242 -4.174 3.249 0.1033
H -5.247 -2.686 2.620 0.0679
H -4.394 -4.406 2.646 0.1111
H -3.762 0.782 3.560 0.1069
H -3.852 -1.049 3.076 0.0720
H -5.005 0.310 2.224 0.0695
C -7.060 -8.707 -0.253 -0.0766
C -6.859 -7.637 0.611 -0.0701
C -6.121 -7.855 1.764 -0.1455
N -5.587 -9.049 2.100 0.0497
C -5.801 -10.070 1.242 -0.1584
C -6.521 -9.950 0.064 -0.0836
H -7.632 -8.575 -1.167 0.1040
H -7.267 -6.656 0.393 0.0724
H -5.934 -7.050 2.469 0.0936
H -5.363 -11.020 1.535 0.0989
H -6.659 -10.804 -0.589 0.0985
C 9.020 1.681 2.520 -0.0757
C 9.264 1.111 1.275 -0.0764
C 8.473 0.046 0.875 -0.1496
N 7.479 -0.476 1.628 0.0379
C 7.268 0.098 2.832 -0.1567
C 8.002 1.168 3.317 -0.0756
H 9.619 2.519 2.866 0.1056
H 10.050 1.488 0.631 0.0926
H 8.622 -0.431 -0.089 0.1031
H 6.465 -0.341 3.418 0.1031
H 7.787 1.590 4.292 0.1017
C 10.095 4.282 -3.238 -0.0799
C 8.956 3.611 -2.808 -0.0745
C 9.091 2.304 -2.368 -0.1568
N 10.268 1.640 -2.335 0.0502
C 11.356 2.317 -2.761 -0.1519
C 11.322 3.626 -3.216 -0.0784
H 10.029 5.308 -3.589 0.1054
H 7.985 4.094 -2.814 0.1025
H 8.232 1.739 -2.018 0.0983
H 12.289 1.761 -2.728 0.1014
H 12.228 4.121 -3.544 0.1010
C 1.659 5.920 -1.452 -0.0731
C 0.347 5.979 -1.908 -0.0688
C -0.184 7.220 -2.221 -0.1507
N 0.499 8.380 -2.105 0.0477
C 1.771 8.292 -1.658 -0.1579
C 2.389 7.098 -1.324 -0.0773
H 2.110 4.965 -1.199 0.0710
H -0.249 5.080 -2.018 0.0829
H -1.203 7.318 -2.583 0.1005
H 2.297 9.238 -1.572 0.0987
H 3.414 7.086 -0.972 0.1000


89
Properties=species:S:1:pos:R:3:lowdin_charge:R:1 method="wB97M-V/def2-TZVPD" de_lowest_kj_mol=135.37 homo_energy_ha=-0.4162 charge=+1
Ti 0.009 0.031 -0.239 0.6048
O -0.432 0.489 1.292 -0.2925
C -1.475 0.908 2.093 -0.4139
C -2.705 1.055 1.143 -0.0313
C -2.945 -0.295 0.553 -0.2372
C -3.964 -1.106 1.042 0.0143
C -4.118 -2.380 0.530 0.0000
C -3.284 -2.780 -0.500 0.0112
C -2.291 -1.920 -0.958 -0.2237
C -1.415 -2.306 -2.109 -0.0164
C 0.077 -2.418 -1.659 -0.4114
O 0.456 -1.130 -1.349 -0.2843
C 0.228 -3.289 -0.407 -0.1298
C -0.443 -4.499 -0.265 -0.0253
C -0.279 -5.263 0.877 -0.0497
C 0.563 -4.835 1.890 -0.0769
C 1.248 -3.641 1.751 -0.0630
C 1.080 -2.866 0.614 -0.0358
C 0.911 -2.992 -2.805 -0.1288
C 0.537 -4.166 -3.449 -0.0308
C 1.288 -4.656 -4.502 -0.0648
C 2.422 -3.983 -4.921 -0.0759
C 2.809 -2.824 -4.273 -0.0642
C 2.057 -2.327 -3.221 -0.0056
N -2.095 -0.713 -0.400 0.1062
C -1.067 2.218 2.755 -0.1697
C 0.118 2.182 3.484 -0.0200
C 0.581 3.318 4.121 -0.0612
C -0.133 4.502 4.034 -0.0829
C -1.310 4.541 3.307 -0.0705
C -1.776 3.406 2.660 -0.0272
C -1.787 -0.131 3.166 -0.1567
C -2.487 0.220 4.314 -0.0125
C -2.743 -0.730 5.287 -0.0602
C -2.304 -2.033 5.122 -0.0717
C -1.626 -2.391 3.970 -0.0555
C -1.367 -1.443 2.994 -0.0187
H -2.443 1.772 0.354 0.1099
H -3.577 1.390 1.702 0.1371
H -4.618 -0.736 1.815 0.1300
H -4.885 -3.038 0.908 0.1233
H -3.410 -3.748 -0.955 0.1211
H -1.438 -1.507 -2.863 0.1529
H -1.767 -3.231 -2.559 0.1182
H -1.082 -4.872 -1.050 0.1074
H -0.804 -6.200 0.971 0.1113
H 0.699 -5.438 2.774 0.1107
H 1.928 -3.313 2.522 0.1167
H 1.673 -1.953 0.500 0.0898
H -0.337 -4.718 -3.141 0.1019
H 0.980 -5.565 -4.998 0.1090
H 2.999 -4.361 -5.751 0.1070
H 3.703 -2.303 -4.586 0.1055
H 2.359 -1.415 -2.719 0.1067
H 0.670 1.253 3.540 0.1307
H 1.499 3.275 4.686 0.1116
H 0.230 5.393 4.524 0.1095
H -1.875 5.458 3.236 0.1088
H -2.695 3.466 2.096 0.1114
H -2.821 1.236 4.461 0.1239
H -3.282 -0.455 6.179 0.1091
H -2.492 -2.768 5.891 0.1074
H -1.296 -3.409 3.827 0.0983
H -0.815 -1.719 2.094 0.0976
C 0.530 5.245 -1.214 -0.0480
C 1.740 4.576 -0.577 -0.4170
C 1.467 4.133 0.848 -0.0769
O 2.191 3.468 -1.385 -0.2760
P 1.679 1.972 -1.351 0.0351
S 2.277 0.910 0.263 0.5058
S -0.348 1.905 -1.690 0.4962
O 2.478 1.282 -2.520 -0.3131
C 3.056 1.811 -3.741 -0.4077
C 4.141 2.833 -3.431 -0.0393
C 1.974 2.367 -4.645 -0.0396
H 0.388 6.231 -0.779 0.0909
H -0.371 4.656 -1.051 0.0467
H 0.679 5.367 -2.285 0.0849
H 2.602 5.255 -0.605 0.1534
H 0.634 3.425 0.877 0.0522
H 1.207 4.990 1.462 0.0913
H 2.346 3.646 1.265 0.0730
H 3.508 0.915 -4.184 0.1450
H 3.724 3.831 -3.346 0.0774
H 4.893 2.836 -4.213 0.0901
H 4.624 2.581 -2.490 0.0893
H 1.451 3.176 -4.137 0.0713
H 1.255 1.597 -4.914 0.0861
H 2.431 2.750 -5.554 0.0939


Number 1: maximum force 1.01 eV/Å. Number 2: maximum force 0.66 eV/Å. Number 3: maximum force 11.36 eV/Å. Number 4: maximum force 4.16 eV/Å.